This record from the Open Molecules 2025 dataset describes 3 unconnected molecules or ions with the total composition C24H55IO6PS at a distorted geometry. The level of theory is the ωB97M-V functional and the def2-TZVPD basis.

Each line ends with the Löwdin charge.
Cartesian coordinates (Å):
C  6.329  -5.400  -0.653  -0.1824
C  7.565  -5.437  -1.774  -0.2377
C  8.583  -4.148  -1.530  -0.2120
C  8.522  -3.109  -2.813  -0.2154
C  9.065  -1.588  -2.404  -0.2069
C  7.756  -0.614  -2.128  -0.2092
C  6.825  -1.242  -0.897  -0.2194
C  5.809  -0.095  -0.314  -0.2202
C  4.566  -0.660  0.593  -0.2304
C  3.860  -2.029  0.032  -0.4700
S  3.469  -2.033  -1.799  0.2681
I  3.271  -4.409  -2.445  0.6418
P  1.468  -1.260  -2.188  0.6461
C  1.259  -1.559  -4.100  -0.3280
C  0.285  -2.521  -1.323  -0.3503
H  6.679  -5.676  0.429  0.0869
H  5.479  -6.164  -0.998  0.0504
H  5.919  -4.286  -0.690  0.0084
H  8.194  -6.414  -1.620  0.1083
H  7.055  -5.415  -2.833  0.1027
H  8.245  -3.651  -0.510  0.0981
H  9.682  -4.585  -1.484  0.1215
H  7.418  -2.969  -3.181  0.0946
H  9.138  -3.503  -3.753  0.1243
H  9.673  -1.739  -1.399  0.1138
H  9.821  -1.148  -3.199  0.1161
H  7.154  -0.426  -3.115  0.1143
H  8.199  0.446  -1.811  0.1230
H  6.308  -2.214  -1.295  0.0616
H  7.597  -1.541  -0.043  0.1283
H  5.390  0.546  -1.200  0.1151
H  6.462  0.594  0.410  0.1379
H  3.750  0.210  0.640  0.1276
H  4.892  -0.829  1.723  0.1407
H  2.825  -2.135  0.615  0.1045
H  4.481  -2.989  0.331  0.0975
H  2.326  -1.750  -4.586  0.0558
H  0.619  -2.516  -4.342  0.0683
H  0.794  -0.560  -4.528  0.0701
H  -0.700  -1.941  -1.012  0.0654
H  0.762  -3.018  -0.365  0.0501
H  0.037  -3.420  -2.066  0.0583
C  -4.812  1.439  -0.008  -0.0966
O  -3.778  2.038  -0.774  -0.1973
C  -2.518  1.374  -0.652  -0.1820
C  -1.874  1.134  -2.022  -0.1793
O  -2.539  0.193  -2.873  -0.1452
C  -3.842  0.549  -3.351  -0.1647
C  -3.901  1.750  -4.304  -0.1793
O  -3.598  2.968  -3.625  -0.2022
C  -2.642  3.770  -4.297  -0.1123
H  -4.805  1.850  1.005  0.0840
H  -5.762  1.690  -0.470  0.0898
H  -4.725  0.350  0.029  0.0874
H  -2.612  0.419  -0.126  0.1152
H  -1.868  2.013  -0.053  0.1243
H  -0.878  0.711  -1.847  0.0849
H  -1.702  2.071  -2.552  0.1066
H  -4.535  0.665  -2.518  0.1076
H  -4.196  -0.327  -3.907  0.1277
H  -4.919  1.846  -4.691  0.1278
H  -3.228  1.579  -5.152  0.1204
H  -1.859  3.171  -4.774  0.0826
H  -2.166  4.422  -3.558  0.0910
H  -3.145  4.391  -5.046  0.0909
C  -8.898  1.700  6.457  -0.1085
O  -7.518  2.029  6.442  -0.2023
C  -6.678  0.961  5.997  -0.1812
C  -5.666  1.439  4.951  -0.1711
O  -6.210  1.837  3.686  -0.1383
C  -7.045  3.001  3.668  -0.1676
C  -6.353  4.327  4.008  -0.1809
O  -5.971  4.377  5.382  -0.2027
C  -4.631  4.793  5.585  -0.1150
H  -9.154  1.232  7.412  0.0883
H  -9.466  2.620  6.367  0.0862
H  -9.177  1.041  5.631  0.0861
H  -7.262  0.134  5.582  0.1198
H  -6.146  0.579  6.869  0.1227
H  -5.002  0.597  4.728  0.1240
H  -5.019  2.222  5.349  0.1035
H  -7.931  2.843  4.282  0.1060
H  -7.411  3.079  2.638  0.1251
H  -7.057  5.147  3.844  0.1255
H  -5.495  4.475  3.342  0.1192
H  -3.955  4.402  4.816  0.0835
H  -4.299  4.408  6.555  0.0903
H  -4.584  5.887  5.602  0.0882

Atoms 1-3, force components in eV/Å:
0.2161 -0.0527 -1.0246
-0.1914 0.1293 1.0336
-0.2992 -0.7694 -1.0521

Values from the calculation:
Charge ... +1
Strongest force on any atom ... 0.06080 Eh/bohr
Frontier orbital gap ... 4.886 eV
Calculated total energy ... -2435.51756 Ha

This record from the Open Molecules 2025 dataset describes 5 unconnected molecules or ions with the total composition C24H56BrN4O8S. The level of theory is the ωB97M-V functional and the def2-TZVPD basis.

Each line ends with the Löwdin charge.
Cartesian coordinates (Å):
C  -5.823  -1.956  0.856  -0.1374
C  -5.896  -1.055  -0.372  -0.5143
S  -4.304  -0.713  -1.184  0.8845
C  -3.176  -0.440  0.219  -0.3855
N  -2.333  0.732  -0.007  -0.0360
N  -1.515  0.711  -1.107  0.1277
C  -0.831  1.853  -1.110  -0.0790
N  -1.148  2.607  -0.089  0.1775
C  -2.078  1.911  0.611  -0.2952
N  -2.597  2.397  1.732  0.1056
C  -3.647  1.857  2.588  -0.2154
C  -5.063  1.918  1.983  -0.7565
C  -5.267  3.003  0.941  -0.1221
Br  -6.314  2.085  3.459  0.7537
H  -5.530  -1.411  1.758  0.0656
H  -5.137  -2.792  0.700  0.0676
H  -6.811  -2.373  1.057  0.0906
H  -6.408  -0.115  -0.162  0.0646
H  -6.453  -1.556  -1.166  0.0676
H  -3.733  -0.311  1.135  0.0562
H  -2.518  -1.300  0.352  0.1038
H  -1.507  -0.067  -1.750  0.1731
H  -0.111  2.098  -1.875  0.1537
H  -2.216  3.301  1.970  0.1634
H  -3.395  0.835  2.875  0.1223
H  -3.614  2.438  3.506  0.1078
H  -5.315  0.952  1.555  0.0293
H  -4.876  2.678  -0.028  0.0777
H  -4.770  3.933  1.221  0.0878
H  -6.328  3.215  0.817  0.0758
C  -3.259  -4.710  -1.037  -0.1086
O  -4.566  -4.966  -0.564  -0.1936
C  -5.571  -4.695  -1.525  -0.2132
C  -6.096  -5.950  -2.186  -0.2011
O  -5.093  -6.587  -2.951  -0.1852
C  -4.524  -7.724  -2.326  -0.1016
H  -2.553  -5.123  -0.318  0.0916
H  -3.085  -5.168  -2.013  0.0855
H  -3.090  -3.628  -1.109  0.0604
H  -5.185  -4.011  -2.291  0.1260
H  -6.400  -4.198  -1.008  0.1158
H  -6.915  -5.678  -2.859  0.1296
H  -6.494  -6.629  -1.425  0.1307
H  -5.245  -8.546  -2.276  0.0919
H  -4.175  -7.496  -1.316  0.0842
H  -3.681  -8.036  -2.939  0.0905
C  4.765  2.844  -0.568  -0.0957
O  4.321  1.748  0.217  -0.1908
C  4.619  1.895  1.595  -0.1967
C  3.407  2.313  2.402  -0.1956
O  2.931  3.603  2.053  -0.1864
C  1.871  3.581  1.125  -0.1279
H  4.365  2.711  -1.572  0.0911
H  4.420  3.797  -0.164  0.0684
H  5.856  2.869  -0.628  0.0886
H  5.423  2.626  1.734  0.1192
H  4.974  0.930  1.967  0.1283
H  3.670  2.336  3.462  0.1285
H  2.610  1.571  2.266  0.1221
H  0.958  3.175  1.578  0.0636
H  2.120  2.987  0.241  0.0740
H  1.680  4.610  0.822  0.0940
C  3.635  -4.798  -1.932  -0.1091
O  2.908  -6.009  -1.987  -0.1858
C  2.172  -6.295  -0.813  -0.2050
C  0.698  -6.011  -0.994  -0.2032
O  0.440  -4.629  -1.206  -0.2031
C  0.242  -4.299  -2.566  -0.1142
H  4.041  -4.622  -2.927  0.0911
H  2.996  -3.956  -1.648  0.0811
H  4.465  -4.867  -1.221  0.0909
H  2.560  -5.718  0.033  0.1274
H  2.299  -7.357  -0.584  0.1292
H  0.160  -6.317  -0.092  0.1236
H  0.313  -6.598  -1.835  0.1288
H  -0.719  -4.683  -2.928  0.0800
H  1.038  -4.687  -3.205  0.0884
H  0.235  -3.210  -2.637  0.0806
C  7.736  8.582  1.169  -0.1074
O  7.019  7.840  2.137  -0.1865
C  5.719  7.464  1.727  -0.2050
C  5.656  6.016  1.293  -0.2105
O  6.429  5.773  0.128  -0.1971
C  7.692  5.195  0.399  -0.1094
H  8.754  8.687  1.536  0.0909
H  7.752  8.074  0.201  0.0833
H  7.303  9.579  1.038  0.0896
H  5.373  8.107  0.911  0.1277
H  5.045  7.604  2.578  0.1270
H  4.617  5.753  1.074  0.1093
H  5.994  5.374  2.114  0.1280
H  7.588  4.155  0.731  0.0771
H  8.236  5.754  1.163  0.0865
H  8.260  5.210  -0.530  0.0931

Atoms 1-3, force components in eV/Å:
0.0382 -0.0377 -0.0072
-0.1154 -0.0555 0.1225
0.1120 0.0331 0.0313

Values from the calculation:
Charge ... +1
Strongest force on any atom ... 0.00801 Eh/bohr
Frontier orbital gap ... 7.736 eV
Calculated total energy ... -4740.77290 Ha

The following HOMO values (in eV) correspond, in order, to the records above: -10.278; -10.579.